# C2H2FLiOTm

A molecular structure, C2H2FLiOTm (wB97M-V/def2-TZVPD, the OMol25 dataset).

CARTESIAN COORDINATES (ANGSTROEM)
H: -1.12684 0.94174 -1.40693
C: 1.36556 0.36705 -0.43940
C: 0.44937 0.43780 -1.39612
O: -0.81120 -0.02967 -1.01978
Li: 0.54959 -0.65412 -3.30398
Tm: -1.09144 -0.85113 1.03129
F: 0.90836 -0.01014 0.88913
H: 2.44880 0.35616 -0.49356

Energy relative to the best compared isomer or geometry (same formula, charge and spin) = 0.00 kJ/mol
Calculated total energy = -1343.8871 hartree
Charge = +3
HOMO-LUMO gap (alpha / beta) = 10.00 / 5.03 eV
2S+1 = 3
Lowest unoccupied orbital energy (alpha / beta) = -13.779 / -17.213 eV

=====

# C2H2FN3O

2 unconnected molecules or ions with the total composition C2H2FN3O (wB97M-V/def2-TZVPD, the OMol25 dataset).

CARTESIAN COORDINATES (ANGSTROEM)
O: -3.82030 0.43844 -0.51983
N: -3.50941 1.55239 -0.31893
C: -3.05559 2.48967 0.22157
F: -3.02743 3.79190 0.19618
N: -0.00090 2.49412 0.37899
C: -0.09215 1.40151 0.14961
N: -0.36879 0.13358 -0.08406
H: -0.30005 -0.53232 0.67146
H: -0.07038 -0.38187 -0.81941

Energy relative to the best compared isomer or geometry (same formula, charge and spin) = 408.01 kJ/mol
Calculated total energy = -416.6017 hartree
Charge = 0
HOMO-LUMO gap = 9.70 eV
Lowest unoccupied orbital energy = -0.115 eV

=====

# C2H2FNO2

2 unconnected molecules or ions with the total composition C2H2FNO2 (wB97M-V/def2-TZVPD, the OMol25 dataset).

CARTESIAN COORDINATES (ANGSTROEM)
C: -1.73742 1.45501 -0.64919
C: -1.71638 0.32309 -0.40627
N: 2.13519 -0.93220 0.03507
O: 2.25710 -0.17073 -0.88339
O: 1.26350 -0.64664 1.07089
F: -1.63858 -0.96902 -0.24354
H: -1.81284 2.44344 -0.34942
H: 1.24944 -1.50294 1.42585

Energy relative to the best compared isomer or geometry (same formula, charge and spin) = 258.30 kJ/mol
Calculated total energy = -382.2097 hartree
Charge = 0
HOMO-LUMO gap (alpha / beta) = 8.96 / 8.77 eV
2S+1 = 3
Lowest unoccupied orbital energy (alpha / beta) = 0.733 / -2.095 eV

=====

# C2H2FO2Tb

A molecular structure, C2H2FO2Tb (wB97M-V/def2-TZVPD, the OMol25 dataset).

CARTESIAN COORDINATES (ANGSTROEM)
F: 3.43868 0.30297 0.23437
O: -3.15744 0.97869 0.15618
C: -2.58402 0.02073 0.06332
C: -1.74652 -1.22392 -0.02596
O: -0.59945 -0.69854 -0.49437
Tb: 1.50704 -0.14838 -0.02604
H: -2.30350 -1.88101 -0.72427
H: -1.75528 -1.63892 1.00263

Calculated total energy = -1151.5192 hartree
Charge = +2
HOMO-LUMO gap (alpha / beta) = 9.77 / 10.26 eV
2S+1 = 7
Lowest unoccupied orbital energy (alpha / beta) = -10.843 / -10.410 eV